{
  "formula": "C3H4N4O",
  "method": "ωB97M-V with the def2-TZVPD basis set",
  "species": ["H", "N", "C", "N", "N", "C", "C", "O", "N", "H", "H", "H"],
  "positions_angstrom": [[1.14938, 0.26917, 2.52122], [0.95133, -0.66729, 2.24610], [0.23032, -0.52542, 1.15065], [-0.25443, -1.62377, 0.42488], [-0.69272, -1.48543, -0.75121], [-0.58201, -0.25599, -1.43203], [-0.10563, 0.90981, -0.81827], [0.14200, 2.05300, -1.45041], [0.16427, 0.72303, 0.57597], [-0.99223, -0.36450, -2.37039], [-0.03369, 2.68090, -0.53503], [0.30533, 1.59430, 1.11521]],
  "forces_ev_per_angstrom": [[0.78, 0.80, 0.65], [-2.64, -1.05, -1.99], [3.03, -0.54, 1.95], [-0.53, -0.23, 0.26], [0.69, 1.35, 0.33], [0.86, 0.66, 2.57], [-0.71, -4.75, 0.55], [-1.22, 2.58, 5.30], [-1.07, 3.06, -3.13], [-0.35, 0.51, -2.07], [0.97, -1.24, -4.28], [0.19, -1.15, -0.15]],
  "lowdin_charge": [0.005, 0.113, -0.466, 0.053, 0.025, -0.054, -0.341, 0.081, 0.123, 0.073, 0.229, 0.158],
  "gap_ev": 8.071,
  "e_above_lowest_ev": 3.661,
  "e_lumo_ev": -0.57,
  "total_charge": 0,
  "fmax_ha_per_bohr": 0.1171,
  "smiles": "[H]/N=c1/nncc(O)[nH]1",
  "homo_ev": -8.65
}

{
  "formula": "C3H8NO2P",
  "method": "ωB97M-V with the def2-TZVPD basis set",
  "species": ["C", "C", "C", "N", "O", "O", "P", "H", "H", "H", "H", "H", "H", "H", "H"],
  "positions_angstrom": [[1.74814, 1.89782, -0.14732], [1.08794, 0.92116, 0.48652], [0.14110, 0.11571, -0.19727], [0.25226, -1.72713, 0.39274], [-2.46940, 1.24776, -0.21829], [-2.17209, -1.24243, -0.51319], [-1.79749, 0.13178, 0.46234], [2.28349, 2.65452, 0.39713], [1.67637, 2.02160, -1.21297], [1.11393, 0.84969, 1.56499], [0.26800, -0.02246, -1.26618], [0.35118, -1.65694, 1.39683], [-0.68895, -2.01212, 0.10741], [1.00257, -2.22345, -0.07130], [-2.79707, -0.95553, -1.18145]],
  "forces_ev_per_angstrom": [[-0.28, -0.28, 0.39], [0.84, 0.57, 0.12], [-1.52, -2.53, 0.24], [0.37, 2.38, -0.77], [-0.49, 1.27, -0.67], [0.25, -0.06, 0.48], [0.61, -0.96, 0.50], [0.15, 0.13, 0.14], [0.05, -0.07, -0.29], [0.05, 0.10, 0.19], [0.02, -0.06, -0.10], [0.05, -0.25, 0.03], [0.09, -0.33, -0.11], [-0.03, -0.05, 0.17], [-0.15, 0.15, -0.31]],
  "lowdin_charge": [0.039, -0.262, -0.217, 0.123, -0.495, -0.376, 0.604, 0.057, 0.063, 0.099, 0.096, 0.092, 0.036, 0.107, 0.035],
  "gap_ev": 7.515,
  "e_above_lowest_ev": 2.148,
  "e_lumo_ev": 0.05,
  "total_charge": 0,
  "fmax_ha_per_bohr": 0.0576,
  "homo_ev": -7.47
}

{
  "formula": "C3H3NO2",
  "method": "ωB97M-V with the def2-TZVPD basis set",
  "species": ["O", "C", "C", "N", "C", "O", "H", "H", "H"],
  "positions_angstrom": [[-1.97535, -1.22561, 0.20695], [-1.62433, -0.07554, 0.28604], [-0.29052, 0.38450, -0.20810], [0.49774, -0.80912, -0.88264], [1.00656, -0.15130, 0.04547], [2.18059, 0.14492, 0.57102], [-2.32283, 0.71882, 0.61343], [-0.30878, 1.36923, -0.69066], [2.83691, -0.35590, 0.05849]],
  "forces_ev_per_angstrom": [[0.06, 0.50, 0.33], [-0.10, -0.43, 0.11], [-0.19, 0.03, -0.14], [0.41, 0.74, -0.07], [-0.12, -0.17, -0.53], [-0.02, -0.34, 0.25], [0.09, -0.03, 0.05], [-0.18, -0.30, -0.25], [0.06, 0.01, 0.23]],
  "lowdin_charge": [0.060, -0.247, -0.130, 0.241, -0.446, 0.139, 0.118, 0.128, 0.137],
  "gap_ev": 10.335,
  "e_above_lowest_ev": 3.239,
  "e_lumo_ev": 0.31,
  "total_charge": 0,
  "fmax_ha_per_bohr": 0.0165,
  "smiles": "O=C[C@@H]1N=C1O",
  "homo_ev": -10.02
}